The following is a DFT calculation (ωB97M-V/def2-TZVPD) of an isolated molecule of C21H25N3O4S2.

```
55
Properties=species:S:1:pos:R:3:forces:R:3
C 0.36453 -4.16313 -2.36469 0.252 -0.101 -0.007
C 1.81996 -4.21722 -1.90272 -0.526 -0.510 -0.050
N 2.28909 -2.95374 -1.38749 0.039 0.158 1.160
C 3.12759 -2.09403 -2.18620 0.263 0.548 -0.210
C 2.41143 -1.47911 -3.38610 0.139 -0.171 0.229
S 2.04921 -2.65624 0.21300 -0.197 0.020 -0.232
O 2.92737 -1.59685 0.62014 -0.016 0.179 -0.209
O 2.07486 -3.89234 0.94177 -0.280 -0.012 -0.169
C 0.37678 -2.00357 0.29914 0.485 -0.286 0.075
C -0.57746 -2.61850 1.08779 0.036 -0.125 0.068
C -1.83365 -2.04406 1.20758 0.045 -0.035 -0.032
C -2.12059 -0.86041 0.55160 0.104 0.026 -0.124
C -1.15324 -0.25435 -0.24737 0.044 -0.434 0.304
C -1.39899 1.00931 -0.90212 0.323 0.467 -0.664
N -0.75911 1.50890 -1.91488 0.274 -1.657 0.454
N -1.23985 2.74385 -2.13163 -0.701 1.495 0.103
C -2.14978 2.94940 -1.23250 0.243 -0.091 -0.364
S -3.09595 4.37375 -0.99993 -0.345 0.160 0.256
C -3.21725 4.30719 0.82911 0.522 -0.093 -0.396
C -1.88425 4.68508 1.48042 -0.407 0.302 0.202
O -0.81719 3.84080 1.13755 0.264 -0.334 -0.017
C -0.61247 2.66232 1.81606 0.203 -0.152 0.062
C -1.49633 2.11425 2.73335 -0.132 0.274 -0.050
C -1.19548 0.91018 3.35205 0.059 -0.047 0.048
C -0.01917 0.25024 3.05948 0.001 -0.071 0.123
C 0.86382 0.79791 2.14218 -0.108 0.132 0.130
C 0.58691 1.99877 1.51115 -0.115 0.248 0.003
C 1.53927 2.59537 0.52302 -0.069 0.055 -0.019
O -2.33155 1.87454 -0.43090 0.032 -0.150 -0.116
C 0.10661 -0.83461 -0.37348 -0.290 0.121 -0.051
H -0.28644 -3.91850 -1.52903 -0.108 -0.011 0.021
H 0.22927 -3.41112 -3.13704 -0.054 0.083 -0.083
H 0.07123 -5.13131 -2.76295 -0.103 -0.094 -0.048
H 2.46827 -4.51917 -2.72971 0.066 0.068 0.105
H 1.91804 -4.94989 -1.09724 0.066 -0.097 -0.274
H 3.47511 -1.31323 -1.50879 0.155 -0.014 -0.229
H 4.00326 -2.65853 -2.53441 -0.063 0.048 0.121
H 2.13317 -2.24700 -4.10371 -0.072 -0.042 -0.127
H 1.51537 -0.94634 -3.07886 -0.106 0.075 -0.006
H 3.07844 -0.77663 -3.87901 0.043 0.064 -0.104
H -0.31404 -3.52940 1.60205 -0.039 -0.109 0.090
H -2.58523 -2.51247 1.82443 -0.053 -0.050 0.054
H -3.09162 -0.40027 0.65507 -0.078 0.051 0.020
H -3.98106 5.03477 1.09672 -0.038 -0.007 0.020
H -3.54625 3.30689 1.10352 -0.081 0.104 0.085
H -1.58479 5.67335 1.11678 -0.083 -0.116 0.125
H -2.01616 4.73644 2.56943 0.073 -0.007 -0.070
H -2.42126 2.61204 2.98351 -0.070 0.058 -0.016
H -1.89283 0.49663 4.06551 -0.061 -0.045 0.066
H 0.21668 -0.68724 3.53875 0.016 -0.103 0.060
H 1.78177 0.27892 1.90761 0.116 -0.023 -0.045
H 2.44072 1.99263 0.45835 0.097 -0.026 -0.016
H 1.80136 3.61009 0.81887 0.087 0.061 -0.048
H 1.08415 2.65527 -0.46489 0.039 0.049 -0.092
H 0.86774 -0.34965 -0.96035 0.107 0.168 -0.115
```
Forces are in eV/Å.

## Properties
Frontier orbital gap ... 0.317 hartree
Net charge ... 0
Highest occupied orbital energy ... -8.45 eV

Here are the Löwdin charges for atoms 1 to 8, given in e: C -0.06; C -0.24; N -0.26; C -0.25; C -0.07; S 0.67; O -0.28; O -0.28



The following is a DFT calculation (ωB97M-V/def2-TZVPD) of a 2-piece molecular cluster, C4H5N2O2 overall.

```
13
Properties=species:S:1:pos:R:3:forces:R:3
C -1.48459 0.14352 0.61901 -0.679 3.239 -0.035
C 0.96328 -1.98709 -1.20649 -0.100 0.583 1.544
C -0.62951 1.39077 0.40404 -0.560 -0.941 0.189
C 0.64800 0.67659 0.25837 6.355 -0.372 -1.516
N -0.81817 -0.89989 0.65413 -0.199 -3.626 0.644
N 0.45405 -0.71461 0.56034 2.210 -1.391 -0.197
O 0.95160 -3.07012 -0.79541 -0.154 -1.789 0.547
O 1.11098 -1.11818 -1.95709 0.275 1.288 -1.990
H -2.50213 0.13149 0.72317 -2.528 0.077 0.208
H -0.94829 1.77299 -0.54091 -0.151 1.313 -0.303
H -0.57253 2.05195 1.25202 -0.526 0.766 0.112
H 1.16323 0.63174 -0.79614 -1.485 0.762 1.207
H 1.66408 0.99084 0.82496 -2.459 0.092 -0.410
```
Forces are in eV/Å.

## Properties
Frontier orbital gap ... 0.223 hartree
Net charge ... -1
Highest occupied orbital energy ... -1.97 eV

Here are the Löwdin charges for atoms 1 to 8, given in e: C -0.27; C -0.56; C -0.19; C -0.32; N -0.09; N -0.16; O 0.11; O 0.09



The following is a DFT calculation (ωB97M-V/def2-TZVPD) of C25H38N3O4RhSi4Te as an isolated structure.

```
76
Properties=species:S:1:pos:R:3:forces:R:3
Rh 0.12418 0.07661 -0.00152 -0.616 0.088 -0.073
O 4.40928 -0.30166 3.95423 -0.005 -0.078 -0.042
C 3.26044 -0.04726 4.55076 0.067 0.313 -0.029
O 3.16637 0.14074 5.73834 -0.037 -0.135 0.002
C 2.05070 0.05759 3.68260 -0.042 -0.116 0.018
C 0.79316 0.33510 4.17804 -0.010 0.031 -0.037
N -0.05336 0.35440 3.13621 0.004 -0.010 0.004
N 0.58533 0.10802 1.99215 -0.013 0.071 -0.031
C 1.86286 -0.07075 2.29323 0.012 -0.098 0.058
C 2.80079 -0.28111 1.13241 0.111 0.431 -0.017
O 3.99255 -0.47513 1.35982 -0.069 -0.123 0.022
O 2.25498 -0.14813 -0.01515 -0.065 -0.276 -0.080
H 4.31340 -0.39173 2.96156 -0.007 -0.028 0.029
H 0.47596 0.51927 5.18991 0.002 -0.005 0.001
H -1.02999 0.60059 3.10957 -0.001 0.061 -0.002
C 0.56484 0.34576 -4.23399 -0.006 -0.008 0.006
C -0.63588 -0.17997 -4.69172 0.011 0.009 -0.005
C -1.57101 -0.64456 -3.78599 -0.003 -0.014 0.006
C -1.29435 -0.57773 -2.42554 0.039 0.092 -0.050
N -0.12537 -0.05603 -2.00342 -0.005 0.055 0.044
C 0.78200 0.39342 -2.87218 0.014 -0.038 0.001
C -2.16096 -1.01846 -1.33035 -0.042 0.023 -0.016
C -3.38006 -1.66438 -1.51965 -0.003 -0.028 0.031
C -4.12708 -2.06765 -0.42638 0.038 -0.037 0.031
C -3.64465 -1.83083 0.85511 0.077 -0.123 -0.045
C -2.42971 -1.18424 1.04438 0.042 -0.068 0.046
C -1.66582 -0.76176 -0.03980 -0.115 0.193 -0.020
H 1.32144 0.71114 -4.91255 -0.009 0.007 -0.003
H -0.84291 -0.22755 -5.75279 0.006 0.005 -0.001
H -2.51179 -1.05030 -4.12866 -0.002 -0.005 0.019
H 1.69512 0.78069 -2.43911 -0.004 0.006 -0.001
H -3.74957 -1.86121 -2.51878 0.013 0.006 -0.001
H -5.07365 -2.57110 -0.56950 -0.007 0.015 -0.001
H -4.21842 -2.15424 1.71503 0.000 0.011 0.001
H -2.07480 -1.03621 2.05695 -0.015 0.019 -0.003
C -6.25285 3.99099 0.94381 -0.032 -0.029 0.063
Si -4.69070 2.94814 1.03814 -0.045 0.083 -0.141
C -4.25276 2.63978 2.83794 -0.034 -0.017 0.021
C -4.98758 1.29335 0.20450 0.033 0.056 0.027
Si -2.91688 4.03434 -0.05040 -0.508 -0.658 -0.112
Te -0.96574 2.42985 0.08566 1.204 0.206 0.330
Si -3.24081 4.37111 -2.35124 0.009 0.041 0.063
C -3.75857 2.74702 -3.13803 0.002 -0.009 -0.036
C -1.62803 4.92402 -3.13206 -0.007 -0.022 -0.046
C -4.56617 5.66998 -2.65509 -0.013 -0.007 -0.021
Si -1.93596 5.80927 1.15142 0.117 -0.087 -0.032
C -1.46310 5.25880 2.87814 -0.013 0.020 0.027
C -3.19936 7.19650 1.23439 -0.021 -0.004 -0.003
C -0.39575 6.39629 0.26075 0.019 0.042 0.019
H -7.08134 3.48172 1.44352 -0.010 0.010 -0.003
H -6.55068 4.17146 -0.09115 0.017 -0.007 -0.007
H -6.11977 4.96118 1.42713 0.008 0.005 -0.006
H -5.02072 2.01440 3.30137 0.007 -0.007 0.007
H -4.18699 3.56641 3.40994 0.009 0.004 -0.006
H -3.29533 2.12056 2.91963 0.017 0.017 -0.016
H -5.75274 0.73698 0.75384 0.002 -0.015 -0.007
H -4.07882 0.68524 0.18985 -0.083 0.131 -0.015
H -5.33217 1.40725 -0.82434 -0.007 0.024 -0.004
H -3.04489 1.95301 -2.90255 -0.006 0.013 0.025
H -3.79090 2.86120 -4.22536 0.005 -0.009 -0.005
H -4.74785 2.42668 -2.80763 0.000 0.005 0.017
H -0.82545 4.21997 -2.90251 -0.002 0.003 0.018
H -1.32010 5.91258 -2.78840 -0.010 0.000 0.011
H -1.74100 4.96764 -4.21901 0.006 0.008 -0.002
H -5.52576 5.37502 -2.22548 0.004 -0.008 0.007
H -4.71283 5.81733 -3.72840 -0.004 0.007 0.002
H -4.29049 6.63422 -2.22290 0.012 -0.005 0.003
H -2.33278 5.00216 3.48451 -0.010 -0.005 -0.013
H -0.92768 6.06700 3.38387 -0.005 0.001 0.004
H -0.80454 4.38942 2.83974 -0.002 -0.002 -0.013
H -4.10605 6.88667 1.75806 0.003 -0.010 -0.001
H -3.48743 7.54154 0.23936 0.003 -0.009 -0.004
H -2.77807 8.04902 1.77380 0.002 0.000 -0.003
H 0.31603 5.57996 0.12244 -0.016 -0.012 -0.005
H 0.09729 7.17375 0.85086 0.000 0.005 -0.005
H -0.62403 6.81589 -0.72012 -0.014 -0.009 -0.003
```
Forces are in eV/Å.

## Properties
Frontier orbital gap ... 0.227 hartree
Net charge ... 0
Highest occupied orbital energy ... -7.61 eV

Here are the Löwdin charges for atoms 1 to 8, given in e: Rh 0.73; O 0.13; C -0.50; O 0.10; C -0.04; C 0.03; N 0.05; N -0.07



The following is a DFT calculation (ωB97M-V/def2-TZVPD) of CH4F3NP2 as an isolated structure.

```
11
Properties=species:S:1:pos:R:3:forces:R:3
C 0.45806 -1.39781 0.51893 2.344 0.884 -1.526
N 0.26328 -0.20088 -0.39209 -2.525 -1.194 1.874
F 1.75947 1.54541 0.71325 0.764 0.118 0.715
F -1.61022 1.88652 -0.89557 -0.088 0.490 0.264
F -2.72624 -0.15996 -0.55599 1.209 1.127 1.502
P 1.52984 0.77800 -0.69982 -1.025 1.002 -0.018
P -1.76300 0.88601 0.29416 1.490 -2.961 -2.757
H 1.00561 -2.25530 -0.02557 -0.759 1.358 0.611
H 1.12511 -1.07810 1.39092 -1.524 -0.827 -0.655
H -0.54769 -1.69997 0.64711 -0.691 -0.802 1.210
H 0.50578 1.69608 -0.99534 0.806 0.805 -1.220
```
Forces are in eV/Å.

## Properties
Frontier orbital gap (alpha / beta) ... 0.294 / 0.294 hartree
Net charge ... 0
Highest occupied orbital energy (alpha / beta) ... -8.86 / -8.86 eV

Here are the Löwdin charges for atoms 1 to 8, given in e: C -0.23; N -0.52; F -0.41; F -0.32; F -0.34; P 0.73; P 1.00; H 0.09



The following is a DFT calculation (ωB97M-V/def2-TZVPD) of C12H24BN4Tl as an isolated structure.

```
42
Properties=species:S:1:pos:R:3:forces:R:3
Tl 0.03467 0.17524 0.27298 -0.562 0.060 0.170
N -0.35010 -2.09775 -0.95169 0.152 0.386 0.417
C 0.72150 -2.26200 -1.95163 0.251 0.061 0.005
C 2.08010 -2.01401 -1.31760 -0.259 -0.213 -0.131
N 2.21216 -0.60324 -0.91621 -0.561 0.343 0.488
H -0.25763 -2.82619 -0.24575 -0.121 0.012 0.030
H -1.24511 -2.24301 -1.40718 -0.071 0.067 0.125
H 0.54892 -1.53688 -2.75029 -0.001 -0.096 -0.071
H 0.71510 -3.26402 -2.38471 -0.061 0.049 -0.013
H 2.85214 -2.29653 -2.03614 0.056 0.043 0.111
H 2.19096 -2.63487 -0.42703 0.088 -0.006 -0.033
H 2.35305 -0.02824 -1.74245 0.059 0.074 0.062
H 3.03322 -0.48853 -0.32788 -0.036 0.125 0.048
B -0.01939 -0.06557 5.10686 0.144 0.135 0.401
C 0.03156 -0.38102 3.62117 0.061 -0.715 0.173
N 0.05536 -0.64785 2.48041 0.044 0.558 -2.469
H -1.14837 0.28984 5.30027 -0.060 0.578 -0.004
H 0.22831 -0.90775 5.91891 0.044 -0.626 -0.443
H 0.94121 0.66236 5.19255 -0.214 0.633 0.039
C -5.43773 0.24013 0.63508 -0.450 -0.206 0.361
N -4.50656 0.89083 -0.32393 0.102 0.030 0.060
C -3.98521 -0.09454 -1.30048 0.153 -0.268 -0.392
C -3.38947 1.57348 0.41811 0.436 0.455 -0.011
C -2.52952 2.41965 -0.48671 -0.287 -0.359 0.298
C -3.05191 3.61879 -0.98341 0.181 -0.170 0.003
C -2.29140 4.44328 -1.79428 -0.059 0.112 -0.138
C -0.99923 4.08465 -2.14224 -0.088 -0.113 0.057
C -0.45640 2.89726 -1.65816 0.384 -0.106 -0.093
C -1.23589 2.10405 -0.85392 0.924 -1.113 0.854
H -6.24604 -0.25349 0.10059 0.066 0.046 -0.119
H -5.85989 0.97718 1.31452 0.084 0.094 -0.075
H -4.88652 -0.49994 1.21247 0.064 0.035 -0.051
H -5.01357 1.61202 -0.84505 -0.007 -0.047 0.055
H -3.51161 -0.90611 -0.74996 -0.054 0.044 0.090
H -3.25826 0.37969 -1.95566 -0.046 0.093 0.037
H -4.79763 -0.49900 -1.89982 -0.081 0.067 0.092
H -2.79956 0.79786 0.90906 -0.167 -0.055 0.036
H -3.83828 2.20820 1.18250 -0.098 -0.153 0.021
H -4.05603 3.91250 -0.69825 -0.018 0.064 0.010
H -2.70647 5.37511 -2.15168 -0.011 0.020 0.002
H -0.39617 4.72271 -2.77266 0.001 0.027 -0.012
H 0.55868 2.63132 -1.91621 0.017 0.040 0.009
```
Forces are in eV/Å.

## Properties
Frontier orbital gap ... 0.187 hartree
Net charge ... +2
Highest occupied orbital energy ... -13.75 eV

Here are the Löwdin charges for atoms 1 to 8, given in e: Tl 1.20; N -0.03; C -0.24; C -0.23; N -0.02; H 0.10; H 0.09; H 0.13



Computed values of energy relative to the best compared isomer or geometry (same formula, charge and spin) (unit: kJ/mol) for the preceding records, in sequence: 211.94 297.71 66.06 236.86 128.01.
Computed values of energy (unit: eV) for the preceding records, in sequence: -56512.5999 -11303.0033 -81018.7492 -29322.0814 -24145.0083.
Computed values of maximum force (unit: eV/Å) for the preceding records, in sequence: 1.7 6.5 1.3 4.3 2.5.